{
  "formula": "C35H33N5O4S2Ti",
  "method": "the ωB97M-V functional and the def2-TZVPD basis",
  "multiplicity": 2,
  "charge": -1,
  "de_lowest_kcal_mol": 18.5,
  "largest_force_ev_per_a": 1.523,
  "homo_lumo_gap_ev": [7.063, 7.573],
  "e_homo_ev": [-4.4, -5.1],
  "elements": ["Ti", "C", "C", "N", "N", "C", "S", "S", "C", "C", "C", "C", "C", "C", "C", "C", "C", "C", "C", "C", "C", "O", "H", "H", "H", "H", "H", "H", "H", "H", "H", "H", "H", "H", "H", "H", "C", "C", "C", "C", "N", "C", "C", "C", "C", "C", "C", "C", "H", "H", "H", "H", "H", "H", "H", "H", "C", "C", "C", "C", "C", "C", "O", "N", "C", "O", "N", "C", "O", "H", "H", "H", "H", "H", "H", "H", "H", "H", "H", "H"],
  "xyz": [[0.3833, -0.0691, 0.5060], [-2.4333, 1.5988, -0.3821], [-0.9596, 1.7406, -0.6717], [-0.4055, 0.7902, -1.3785], [0.7359, 1.1181, -2.0856], [1.5475, 0.1320, -2.2606], [1.4884, -1.4036, -1.4821], [2.9084, 0.4379, -3.3374], [2.5477, 2.1215, -3.9152], [1.4506, 2.2220, -4.9398], [1.6063, 1.6533, -6.1995], [0.6076, 1.7627, -7.1558], [-0.5626, 2.4475, -6.8619], [-0.7247, 3.0206, -5.6080], [0.2738, 2.9067, -4.6526], [-0.2348, 2.9736, -0.3487], [-0.7222, 4.2501, -0.6026], [0.0719, 5.3630, -0.3769], [1.3593, 5.1869, 0.1209], [1.8504, 3.9273, 0.4126], [1.0512, 2.7925, 0.2114], [1.4599, 1.5915, 0.5495], [-2.9590, 1.3777, -1.3115], [-2.6251, 0.7727, 0.2989], [-2.8239, 2.5153, 0.0578], [2.3333, 2.7524, -3.0538], [3.4969, 2.4465, -4.3478], [2.5138, 1.1044, -6.4250], [0.7417, 1.3093, -8.1303], [-1.3461, 2.5300, -7.6049], [-1.6391, 3.5491, -5.3673], [0.1425, 3.3290, -3.6634], [-1.7196, 4.3679, -1.0121], [-0.3004, 6.3566, -0.5907], [1.9862, 6.0541, 0.2942], [2.8440, 3.7889, 0.8198], [4.5758, -0.7218, 2.1632], [4.4094, -0.3114, 3.4778], [3.1395, -0.0365, 3.9471], [2.0481, -0.1993, 3.0922], [2.2318, -0.5476, 1.8151], [3.4529, -0.8045, 1.3602], [0.6541, 0.0464, 3.5254], [0.3361, -0.0747, 4.8798], [-0.9599, 0.1430, 5.3166], [-1.9389, 0.4696, 4.3892], [-1.6191, 0.5366, 3.0376], [-0.3283, 0.3166, 2.5505], [5.5508, -0.9469, 1.7547], [5.2674, -0.1952, 4.1291], [2.9894, 0.3141, 4.9574], [3.5147, -1.0761, 0.3131], [1.0917, -0.3662, 5.5997], [-1.2052, 0.0442, 6.3673], [-2.9589, 0.6438, 4.7150], [-2.4259, 0.7482, 2.3432], [-0.7052, -4.5913, -1.2365], [-2.0296, -3.9773, -0.7996], [-2.0641, -3.5062, 0.6760], [-3.4895, -3.0849, 1.0572], [-3.6028, -2.6380, 2.5109], [-1.6302, -4.6679, 1.5504], [-2.3225, -5.6540, 1.7179], [-0.3930, -4.5587, 2.1120], [0.5014, -3.4644, 2.0269], [1.5826, -3.5763, 2.5654], [0.0718, -2.3668, 1.3537], [-1.1231, -2.3245, 0.7940], [-1.4620, -1.2296, 0.2794], [-0.7300, -4.8184, -2.3026], [-0.5007, -5.5208, -0.7014], [0.1262, -3.9033, -1.0747], [-2.8415, -4.6977, -0.9232], [-2.2584, -3.1040, -1.4138], [-4.1456, -3.9362, 0.8681], [-3.7811, -2.2770, 0.3845], [-3.4745, -3.4825, 3.1905], [-4.5817, -2.1978, 2.7075], [-2.8509, -1.8849, 2.7545], [-0.0658, -5.3381, 2.6634]],
  "lowdin_charge": [0.937, -0.013, -0.308, -0.057, -0.068, -1.112, 0.606, 0.885, -0.435, -0.291, -0.061, -0.098, -0.110, -0.089, -0.045, -0.129, -0.047, -0.118, -0.105, -0.008, -0.333, -0.179, 0.089, 0.046, 0.080, 0.074, 0.073, 0.107, 0.095, 0.092, 0.097, 0.103, 0.109, 0.088, 0.094, 0.111, -0.055, -0.067, -0.009, -0.216, 0.035, -0.113, -0.190, -0.051, -0.106, -0.111, -0.128, -0.113, 0.099, 0.101, 0.103, 0.074, 0.097, 0.091, 0.093, 0.076, -0.074, -0.154, -0.302, -0.171, -0.063, -0.437, 0.079, 0.213, -0.501, 0.072, 0.143, -0.457, -0.078, 0.077, 0.078, 0.035, 0.120, 0.125, 0.116, 0.119, 0.079, 0.075, 0.062, 0.157]
}

=====

{
  "formula": "C35H33N9O4S2Sc",
  "method": "the ωB97M-V functional and the def2-TZVPD basis",
  "charge": 1,
  "de_lowest_kcal_mol": 21.2,
  "largest_force_ev_per_a": 3.378,
  "homo_lumo_gap_ev": 7.531,
  "e_homo_ev": -10.3,
  "elements": ["Sc", "C", "C", "C", "C", "C", "C", "C", "N", "N", "C", "C", "C", "C", "C", "C", "N", "C", "C", "C", "C", "C", "C", "N", "H", "H", "H", "H", "H", "H", "H", "H", "H", "H", "H", "H", "H", "H", "H", "H", "H", "H", "H", "H", "S", "C", "C", "C", "C", "N", "C", "C", "C", "S", "C", "N", "H", "H", "O", "N", "C", "C", "C", "C", "C", "C", "O", "N", "C", "O", "N", "C", "O", "H", "H", "H", "H", "H", "H", "H", "H", "H", "H", "H"],
  "xyz": [[0.1278, 0.8832, 0.3937], [-0.9130, 3.4751, 2.2859], [-1.7884, 4.1119, 1.2131], [-2.4841, 3.1978, 0.2431], [-3.5375, 3.7515, -0.4863], [-4.2005, 2.9869, -1.4217], [-3.7954, 1.6701, -1.5833], [-2.7471, 1.2009, -0.8189], [-2.0782, 1.9374, 0.0854], [0.3406, 2.8402, 1.8362], [1.1775, 3.7837, 1.0797], [2.3541, 3.0964, 0.4329], [3.4616, 3.8160, 0.0002], [4.4851, 3.1489, -0.6546], [4.3786, 1.7757, -0.8249], [3.2494, 1.1331, -0.3456], [2.2423, 1.7773, 0.2501], [1.0720, 2.4089, 3.0469], [0.7872, 0.9775, 3.4224], [0.4178, 0.5918, 4.7048], [0.2971, -0.7593, 4.9873], [0.5920, -1.6761, 3.9913], [0.9477, -1.2020, 2.7394], [1.0139, 0.0929, 2.4470], [-1.4972, 2.7090, 2.8054], [-0.6661, 4.2713, 3.0080], [-1.2201, 4.8429, 0.6331], [-2.5576, 4.6835, 1.7386], [-3.8142, 4.7821, -0.3240], [-5.0009, 3.4004, -2.0147], [-4.2756, 1.0245, -2.3001], [-2.4134, 0.1773, -0.9498], [1.5261, 4.6088, 1.7166], [0.5889, 4.2047, 0.2591], [3.5144, 4.8811, 0.1669], [5.3442, 3.6913, -1.0216], [5.1628, 1.2201, -1.3157], [3.1300, 0.0593, -0.4375], [0.8574, 3.0782, 3.8908], [2.1482, 2.4556, 2.8437], [0.2349, 1.3294, 5.4702], [0.0039, -1.0871, 5.9726], [0.5601, -2.7345, 4.1865], [1.1969, -1.8747, 1.9276], [0.0141, -1.4611, -2.7089], [1.2304, -0.2794, -3.1991], [2.2093, -0.8009, -4.0350], [3.1541, 0.0240, -4.6363], [4.1294, -0.5189, -5.5017], [4.9171, -0.9829, -6.1916], [3.1128, 1.4095, -4.3840], [2.1569, 1.9181, -3.5195], [1.1955, 1.0994, -2.9216], [-0.0217, 1.8772, -1.9619], [4.0234, 2.2949, -5.0061], [4.7371, 3.0563, -5.4790], [2.2284, -1.8616, -4.2329], [2.1156, 2.9814, -3.3311], [0.8210, -0.6901, -0.3258], [-0.2969, -1.0268, -1.0007], [-3.7424, -3.6962, -1.5063], [-2.8668, -4.8330, -0.9938], [-1.8069, -4.4049, 0.0617], [-1.0012, -5.6543, 0.5035], [0.0751, -5.3198, 1.5301], [-2.5480, -3.8632, 1.2585], [-3.2899, -4.4951, 1.9520], [-2.3091, -2.5158, 1.5539], [-1.5546, -1.6352, 0.8483], [-1.3828, -0.4844, 1.2565], [-1.0007, -2.0816, -0.3206], [-0.8323, -3.4601, -0.6091], [0.0185, -3.8219, -1.3650], [-4.4723, -4.1049, -2.2002], [-3.1593, -2.9539, -2.0465], [-4.2832, -3.2111, -0.6949], [-2.3409, -5.2963, -1.8295], [-3.4990, -5.5860, -0.5212], [-0.5322, -6.0755, -0.3864], [-1.6958, -6.3848, 0.9196], [0.8440, -4.6806, 1.1007], [0.5543, -6.2380, 1.8541], [-0.3537, -4.8336, 2.4048], [-2.7668, -2.1526, 2.3858]],
  "lowdin_charge": [0.789, -0.160, -0.108, -0.263, -0.006, -0.026, -0.032, -0.182, 0.010, -0.201, -0.121, -0.267, 0.009, -0.022, -0.026, -0.094, 0.023, -0.106, -0.241, 0.012, -0.023, -0.026, -0.109, 0.054, 0.140, 0.134, 0.121, 0.133, 0.123, 0.119, 0.116, 0.087, 0.150, 0.121, 0.125, 0.122, 0.120, 0.122, 0.136, 0.143, 0.122, 0.120, 0.111, 0.120, 1.099, -0.501, -0.038, -0.175, -0.180, 0.194, -0.178, -0.062, -0.639, 0.736, -0.175, 0.195, 0.122, 0.118, -0.301, -0.450, -0.063, -0.146, -0.293, -0.155, -0.063, -0.403, 0.163, 0.253, -0.420, 0.000, 0.085, -0.375, 0.103, 0.086, 0.070, 0.081, 0.132, 0.131, 0.128, 0.130, 0.076, 0.085, 0.071, 0.186]
}

=====

Question: Which of these has the lowest charge?
Answer: C35H33N5O4S2Ti

=====

Question: Which of these has the highest charge?
Answer: C35H33N9O4S2Sc

=====

Question: Which value of charge does entry 2 give?
Answer: +1